Entry from the Open Molecules 2025 dataset: a structure of composition C6H4AlN2OS at a distorted geometry (ωB97M-V with the def2-TZVPD basis set).

The geometry in XYZ format:
```
15
Properties=species:S:1:pos:R:3:lowdin_charge:R:1
O 1.2267 -2.1368 -0.3219 0.317
C 0.3118 -1.2743 -0.2113 -0.070
C -1.1152 -1.5556 -0.1353 0.140
C -1.9889 -0.5224 -0.0565 0.115
C -1.5998 0.8889 -0.0553 0.278
C -0.2424 1.2062 -0.1074 -0.296
N 0.3020 2.4381 -0.1193 -0.058
S 1.8814 2.2082 -0.1882 0.978
N 1.9677 0.5470 -0.2116 -0.062
C 0.7226 0.1655 -0.1780 -0.224
H 1.2322 -2.8672 0.3464 0.244
H -1.4697 -2.5816 -0.1515 0.175
H -3.0501 -0.7425 -0.0007 0.168
H -2.3433 1.6838 -0.0170 0.185
Al 4.1650 2.5428 1.4076 1.112
```

Properties
Calculated total energy   -1055.085782 a.u.
LUMO   -16.44 eV
Total charge   +3